# 1
C30H22BF5N8RhSTe | ωB97M-V/def2-TZVPD

Properties
ΔE to the lowest compared entry with this formula, charge and spin (kJ/mol): 90.5
Total charge: +2
Gap between HOMO and LUMO (alpha / beta) (eV): 6.29 / 4.78
2S+1: 2
HOMO (alpha / beta) (eV): -14.11 / -13.96

XYZ file:
```
69
Properties=species:S:1:pos:R:3:mulliken_spin:R:1
Rh 0.64 0.00 -0.81 -0.02
C 4.00 2.03 -2.08 0.00
C 2.74 1.49 -2.32 0.00
N 2.29 0.96 -1.17 0.02
N 3.20 1.16 -0.21 -0.01
C 4.25 1.81 -0.74 0.00
B 2.90 0.67 1.24 0.01
N 1.54 1.35 1.60 -0.01
C 1.17 2.27 2.51 0.00
C -0.18 2.56 2.33 0.00
C -0.58 1.78 1.27 0.02
N 0.45 1.04 0.85 0.01
N 2.59 -0.86 1.18 -0.01
C 3.05 -1.86 1.94 0.00
C 2.49 -3.05 1.49 0.00
C 1.69 -2.68 0.42 0.00
N 1.76 -1.35 0.23 0.02
N 4.03 0.94 2.15 0.00
C 5.30 0.44 2.06 0.00
C 6.05 0.99 3.06 0.00
C 5.15 1.84 3.74 0.00
N 3.95 1.82 3.19 0.00
H 4.64 2.53 -2.79 0.00
H 2.15 1.47 -3.21 -0.01
H 5.09 2.08 -0.12 0.00
H 1.90 2.61 3.22 0.00
H -0.77 3.23 2.92 0.00
H -1.55 1.68 0.82 -0.02
H 3.73 -1.67 2.75 0.00
H 2.67 -4.04 1.87 0.00
H 1.10 -3.30 -0.24 -0.01
H 5.57 -0.27 1.29 0.00
H 7.09 0.82 3.28 0.00
H 5.33 2.47 4.59 0.00
F -2.56 6.35 -0.26 0.01
C -2.17 5.18 -0.70 0.04
C -0.82 4.92 -0.90 0.00
F 0.07 5.85 -0.64 0.00
C -0.43 3.68 -1.37 -0.01
F 0.87 3.43 -1.52 0.00
C -1.36 2.68 -1.64 0.01
S -0.85 1.12 -2.25 0.38
C -2.71 2.96 -1.44 0.05
F -3.63 2.02 -1.66 0.01
C -3.12 4.19 -0.97 -0.01
F -4.40 4.43 -0.76 0.00
Te -1.69 -1.46 -0.77 0.48
C -2.58 -2.58 0.74 0.02
C -2.71 -2.01 2.00 0.00
C -3.29 -2.77 3.01 -0.01
C -3.73 -4.06 2.74 0.03
C -3.60 -4.61 1.47 0.00
C -3.03 -3.86 0.45 0.02
C -2.62 -2.08 -2.53 0.00
C -2.16 -3.25 -3.14 0.01
C -2.81 -3.69 -4.28 0.00
C -3.88 -2.96 -4.80 0.00
C -4.31 -1.80 -4.18 0.00
C -3.68 -1.34 -3.03 0.01
H -2.37 -1.01 2.21 0.00
H -3.41 -2.35 4.00 0.00
H -4.19 -4.65 3.53 0.00
H -3.94 -5.61 1.27 0.00
H -2.95 -4.28 -0.55 0.00
H -1.32 -3.81 -2.74 0.00
H -2.48 -4.59 -4.77 0.00
H -4.38 -3.31 -5.69 0.00
H -5.14 -1.24 -4.59 0.00
H -4.02 -0.44 -2.54 -0.01
```

# 2
C13H26N2O2 | ωB97M-V/def2-TZVPD

Properties
SMILES: CCN(CC)C(=O)CCCC(=O)N(CC)CC
ΔE to the lowest compared entry with this formula, charge and spin (kJ/mol): 79.7
Total charge: 0
Gap between HOMO and LUMO (eV): 9.68
2S+1: 1
HOMO (eV): -8.72

XYZ file:
```
43
Properties=species:S:1:pos:R:3:nbo_charge:R:1
C 2.63 -2.24 0.51 -0.64
H 3.44 -1.71 0.01 0.20
H 2.97 -3.25 0.73 0.21
H 1.79 -2.28 -0.17 0.25
C 2.24 -1.52 1.80 -0.20
N 1.55 -0.28 1.54 -0.45
C 0.21 -0.14 1.41 0.72
O -0.29 0.95 1.17 -0.68
C -0.65 -1.37 1.65 -0.52
H -0.21 -2.24 1.16 0.23
C -2.07 -1.15 1.13 -0.38
H -2.76 -1.80 1.66 0.21
H -2.33 -0.11 1.32 0.23
C -2.18 -1.45 -0.37 -0.50
C -1.06 -0.77 -1.14 0.71
O 0.03 -1.32 -1.21 -0.68
N -1.28 0.43 -1.71 -0.44
C -2.54 1.12 -1.81 -0.21
H -3.33 0.41 -2.08 0.20
C -2.92 1.89 -0.54 -0.64
H -2.02 2.16 0.00 0.25
H -3.47 2.80 -0.80 0.21
H -3.55 1.29 0.11 0.20
H -2.45 1.82 -2.64 0.20
C -0.13 1.13 -2.26 -0.21
C 0.01 0.91 -3.76 -0.61
H 0.14 -0.15 -3.97 0.22
H 0.88 1.45 -4.13 0.21
H -0.87 1.26 -4.29 0.20
H 0.76 0.74 -1.75 0.23
H -0.22 2.19 -2.02 0.19
H -3.17 -1.15 -0.73 0.21
H -2.06 -2.52 -0.53 0.23
H -0.67 -1.55 2.73 0.23
C 2.39 0.88 1.31 -0.22
C 2.76 1.59 2.61 -0.61
H 1.86 1.92 3.12 0.22
H 3.39 2.45 2.40 0.21
H 3.31 0.91 3.27 0.20
H 1.82 1.57 0.68 0.23
H 3.29 0.57 0.77 0.19
H 1.60 -2.17 2.41 0.20
H 3.13 -1.30 2.39 0.20
```

# 3
C3H8BrPS | ωB97M-V/def2-TZVPD

Properties
ΔE to the lowest compared entry with this formula, charge and spin (kJ/mol): 327.6
Total charge: 0
Gap between HOMO and LUMO (alpha / beta) (eV): 6.60 / 8.60
2S+1: 1
HOMO (alpha / beta) (eV): -9.03 / -8.94

XYZ file:
```
14
Properties=species:S:1:pos:R:3:nbo_charge:R:1
C 0.11 1.09 -1.41 -0.62
C -0.75 -0.43 2.32 -0.48
C 0.77 -0.36 -1.40 -0.79
P 1.67 -0.86 0.07 0.81
S 2.80 -2.35 -0.46 -0.32
Br 2.97 1.07 0.37 -0.27
H -0.01 1.50 -2.47 0.23
H -0.88 1.08 -0.97 0.21
H 0.85 1.70 -0.84 0.23
H -1.19 -0.28 1.39 0.16
H -0.73 -1.30 2.87 0.18
H -0.10 0.43 2.48 0.17
H 1.49 -0.50 -2.16 0.24
H -0.06 -0.99 -1.57 0.25
```